# C25H40N6O2PSY

A molecular structure, C25H40N6O2PSY (the ωB97M-V functional and the def2-TZVPD basis, OMol25).

Properties
- Maximum force: 0.0146 Eh/bohr
- HOMO: -7.807 eV
- Total energy: -2233.64117 a.u.
- Energy relative to the best compared isomer or geometry (same formula, charge and spin): 19.4 kJ/mol

Each line ends with the Löwdin charge.
Atoms and positions in Å:
1 Y -0.222 -0.249 0.289  1.275
2 C -3.196 1.354 3.711  -0.026
3 C -2.213 1.223 2.592  -0.254
4 N -2.111 0.143 1.904  -0.055
5 N -3.064 -0.811 2.236  -0.019
6 C -2.688 -2.041 1.996  -0.872
7 N -3.662 -2.975 2.223  0.057
8 S -1.145 -2.646 1.474  0.576
9 C -1.353 2.374 2.171  -0.211
10 C -1.313 3.565 2.875  -0.003
11 C -0.568 4.622 2.369  -0.042
12 C 0.097 4.470 1.170  -0.033
13 C 0.021 3.239 0.537  -0.102
14 N -0.667 2.218 1.033  0.044
15 H -3.080 0.517 4.398  0.087
16 H -4.210 1.280 3.314  0.091
17 H -3.097 2.287 4.258  0.058
18 H -4.473 -2.658 2.726  0.092
19 H -3.370 -3.928 2.352  0.075
20 H -1.853 3.677 3.801  0.101
21 H -0.523 5.559 2.909  0.113
22 H 0.668 5.272 0.725  0.112
23 H 0.524 3.071 -0.405  0.105
24 N 1.690 -0.451 -1.587  -0.003
25 C 1.777 0.950 -2.051  -0.154
26 C 0.381 1.493 -2.319  -0.683
27 O 0.177 2.285 -3.218  0.053
28 O -0.502 1.017 -1.495  -0.267
29 H 2.600 -0.782 -1.289  0.078
30 H 1.400 -1.042 -2.361  0.070
31 H 2.397 1.086 -2.935  0.119
32 H 2.217 1.532 -1.235  0.118
33 C 3.914 -4.402 1.567  -0.114
34 N 2.609 -3.782 1.616  -0.257
35 C 2.019 -3.815 2.941  -0.102
36 C 2.429 -2.529 0.904  -0.218
37 C 2.730 -1.221 1.630  -0.265
38 C 3.912 -1.101 2.357  -0.057
39 C 4.194 0.062 3.063  -0.096
40 C 3.285 1.108 3.041  -0.108
41 C 2.113 0.978 2.299  -0.151
42 C 1.788 -0.172 1.560  -0.209
43 H 3.822 -5.469 1.783  0.081
44 H 4.638 -3.992 2.287  0.069
45 H 4.340 -4.301 0.568  0.082
46 H 1.980 -4.847 3.296  0.083
47 H 1.000 -3.430 2.913  0.021
48 H 2.581 -3.222 3.678  0.084
49 H 1.380 -2.489 0.586  0.017
50 H 3.012 -2.607 -0.021  0.111
51 H 4.618 -1.922 2.389  0.090
52 H 5.113 0.144 3.633  0.097
53 H 3.482 2.017 3.599  0.093
54 H 1.432 1.824 2.317  0.058
55 C 0.025 -3.844 -2.134  -0.148
56 C -0.734 -2.826 -2.986  -0.415
57 P -1.794 -1.726 -1.971  0.914
58 C -2.470 -0.547 -3.194  -0.406
59 C -3.359 -1.081 -4.315  -0.146
60 C -3.204 -2.798 -1.497  -0.409
61 C -3.584 -3.964 -2.409  -0.144
62 H 0.647 -4.497 -2.749  0.075
63 H -0.658 -4.475 -1.561  0.065
64 H 0.677 -3.358 -1.406  0.037
65 H -1.337 -3.327 -3.745  0.068
66 H -0.041 -2.183 -3.539  0.071
67 H -1.609 -0.014 -3.602  0.066
68 H -2.995 0.218 -2.617  0.081
69 H -2.882 -1.883 -4.881  0.062
70 H -3.593 -0.281 -5.020  0.071
71 H -4.307 -1.464 -3.934  0.062
72 H -4.052 -2.123 -1.342  0.085
73 H -2.958 -3.177 -0.504  0.009
74 H -3.810 -3.658 -3.429  0.052
75 H -4.463 -4.477 -2.014  0.073
76 H -2.782 -4.702 -2.459  0.060



# C25H39IN13

10 unconnected molecules or ions with the total composition C25H39IN13 (the ωB97M-V functional and the def2-TZVPD basis, OMol25).

Properties
- Charge: +1
- Maximum force: 0.0914 Eh/bohr
- HOMO: -12.028 eV
- Total energy: -1985.10625 a.u.

Each line ends with the Löwdin charge.
Atoms and positions in Å:
1 C -3.384 -4.166 -1.228  0.056
2 C -3.850 -4.200 0.046  -0.103
3 C -3.267 -5.287 0.940  -0.254
4 N -3.862 -6.506 0.824  0.215
5 C -3.124 -7.276 1.713  -0.349
6 N -3.396 -8.582 1.859  0.176
7 N -2.173 -6.522 2.297  0.175
8 N -2.243 -5.254 1.825  -0.066
9 C -1.369 -4.103 2.158  -0.628
10 I -2.444 -2.396 2.903  0.970
11 C -0.426 -3.803 0.933  -0.230
12 C -0.787 -2.503 0.115  -0.247
13 H -4.033 -4.045 -2.115  0.034
14 H -2.294 -4.332 -1.352  0.076
15 H -4.606 -3.484 0.416  0.111
16 H -2.701 -9.307 1.979  0.123
17 H -4.369 -8.861 1.793  0.128
18 H -1.497 -6.867 2.971  0.195
19 H -0.706 -4.452 2.982  0.091
20 H -0.450 -4.694 0.255  0.108
21 H 0.616 -3.717 1.305  0.095
22 H -0.195 -1.679 0.484  0.010
23 H -1.857 -2.296 0.028  0.007
24 H -0.420 -2.683 -0.930  0.066
25 C -4.660 -4.478 -5.881  -0.061
26 C -4.849 -3.604 -4.729  -0.260
27 N -5.000 -2.914 -3.822  0.133
28 H -4.655 -5.528 -5.587  0.086
29 H -5.456 -4.346 -6.614  0.088
30 H -3.714 -4.274 -6.384  0.084
31 C 0.519 0.184 3.579  -0.100
32 C 1.416 -0.859 3.099  -0.280
33 N 2.121 -1.681 2.715  0.133
34 H 1.042 1.128 3.730  0.061
35 H -0.288 0.370 2.870  0.049
36 H 0.062 -0.089 4.531  0.078
37 C 2.724 4.161 2.568  -0.072
38 C 1.837 3.238 1.870  -0.247
39 N 1.138 2.511 1.320  0.153
40 H 3.133 4.911 1.890  0.083
41 H 2.202 4.692 3.364  0.083
42 H 3.567 3.638 3.021  0.085
43 C 5.090 5.882 5.189  -0.100
44 C 4.393 6.731 4.233  -0.302
45 N 3.843 7.400 3.477  0.132
46 H 4.462 5.054 5.525  0.076
47 H 5.994 5.452 4.755  0.027
48 H 5.390 6.440 6.076  0.088
49 C 7.840 8.431 2.139  -0.059
50 C 7.661 7.272 3.004  -0.235
51 N 7.520 6.358 3.686  0.143
52 H 7.504 9.346 2.627  0.087
53 H 8.887 8.567 1.869  0.085
54 H 7.273 8.326 1.214  0.086
55 C 2.746 -1.163 -1.704  -0.057
56 C 1.894 -2.076 -2.457  -0.274
57 N 1.217 -2.795 -3.045  0.129
58 H 3.161 -0.386 -2.347  0.086
59 H 2.190 -0.668 -0.906  0.075
60 H 3.583 -1.690 -1.244  0.088
61 C -1.604 -0.619 -4.424  -0.059
62 C -1.296 0.806 -4.395  -0.253
63 N -1.054 1.930 -4.372  0.143
64 H -2.334 -0.884 -3.657  0.076
65 H -2.019 -0.915 -5.388  0.083
66 H -0.712 -1.223 -4.250  0.057
67 C -1.600 2.079 -0.835  -0.052
68 C -1.418 0.730 -0.325  -0.171
69 N -1.261 -0.340 0.077  0.097
70 H -1.617 2.090 -1.926  0.043
71 H -2.537 2.517 -0.489  0.092
72 H -0.795 2.741 -0.513  0.062
73 C -1.698 5.465 -4.588  -0.082
74 C -1.962 6.369 -3.475  -0.287
75 N -2.169 7.080 -2.597  0.119
76 H -1.677 4.424 -4.261  0.034
77 H -2.462 5.548 -5.361  0.082
78 H -0.737 5.677 -5.057  0.083



# C36H80F6N7O12S6

7 unconnected molecules or ions with the total composition C36H80F6N7O12S6 (the ωB97M-V functional and the def2-TZVPD basis, OMol25).

Properties
- Charge: +1
- Maximum force: 0.2373 Eh/bohr
- HOMO: -10.879 eV
- Total energy: -5693.63670 a.u.
- Energy relative to the best compared isomer or geometry (same formula, charge and spin): 0.0 kJ/mol

Each line ends with the Löwdin charge.
Atoms and positions in Å:
1 C 16.264 7.685 13.044  -0.089
2 C 15.951 9.134 12.628  -0.257
3 C 17.226 9.933 12.324  -0.198
4 C 18.188 10.090 13.484  -0.058
5 N 19.347 11.107 13.129  -0.204
6 C 20.129 11.029 11.850  -0.099
7 C 20.496 12.470 11.455  -0.134
8 C 19.889 13.372 12.502  -0.136
9 C 18.833 12.545 13.257  -0.079
10 C 20.402 10.946 14.285  0.033
11 H 15.350 7.098 12.945  0.076
12 H 16.576 7.591 14.084  0.075
13 H 17.079 7.389 12.382  0.072
14 H 15.459 9.565 13.500  0.092
15 H 15.231 9.286 11.824  0.105
16 H 16.971 10.917 11.928  0.097
17 H 17.602 9.379 11.464  0.110
18 H 18.744 9.213 13.818  0.129
19 H 17.659 10.518 14.335  0.139
20 H 20.996 10.374 11.936  0.133
21 H 19.546 10.546 11.066  0.119
22 H 21.585 12.473 11.412  0.118
23 H 20.278 12.718 10.416  0.108
24 H 20.624 13.872 13.133  0.100
25 H 19.339 14.214 12.083  0.093
26 H 18.706 12.778 14.314  0.113
27 H 17.835 12.554 12.820  0.091
28 H 19.931 11.124 15.252  0.094
29 H 21.163 11.712 14.135  0.100
30 H 20.770 9.929 14.421  0.108
31 C 9.138 16.735 14.345  -0.111
32 C 9.307 18.219 14.286  -0.253
33 C 10.709 18.627 13.866  -0.206
34 C 11.768 18.781 14.938  -0.051
35 N 13.217 19.226 14.416  -0.182
36 C 13.994 17.983 13.798  -0.064
37 C 15.452 18.314 14.042  -0.165
38 C 15.487 19.027 15.395  -0.122
39 C 14.066 19.524 15.628  -0.131
40 C 13.311 20.489 13.532  0.036
41 H 9.344 16.376 13.337  0.073
42 H 8.119 16.551 14.687  0.084
43 H 9.850 16.225 14.993  0.075
44 H 9.199 18.633 15.288  0.117
45 H 8.530 18.613 13.632  0.118
46 H 10.627 19.555 13.300  0.106
47 H 11.045 17.980 13.056  0.111
48 H 12.043 17.863 15.459  0.113
49 H 11.411 19.589 15.577  0.144
50 H 13.796 17.689 12.768  0.107
51 H 13.669 17.096 14.341  0.124
52 H 15.731 18.988 13.233  0.096
53 H 16.154 17.494 14.196  0.124
54 H 16.191 19.843 15.237  0.118
55 H 15.822 18.429 16.243  0.131
56 H 14.002 20.575 15.910  0.140
57 H 13.661 18.995 16.490  0.083
58 H 12.782 20.233 12.613  0.089
59 H 14.352 20.711 13.296  0.103
60 H 12.676 21.295 13.902  0.112
61 C 21.204 17.702 11.827  -0.080
62 C 19.681 17.379 12.094  -0.227
63 C 18.908 17.381 10.784  -0.193
64 C 17.388 17.142 11.096  -0.057
65 N 16.531 16.352 9.986  -0.182
66 C 17.036 14.917 9.761  -0.097
67 C 16.540 14.550 8.338  -0.127
68 C 16.111 15.851 7.653  -0.163
69 C 16.569 16.921 8.551  -0.113
70 C 15.056 16.322 10.494  0.039
71 H 21.691 17.005 11.145  0.067
72 H 21.726 17.561 12.773  0.075
73 H 21.437 18.712 11.489  0.071
74 H 19.314 18.211 12.695  0.113
75 H 19.623 16.451 12.664  0.083
76 H 19.197 16.508 10.199  0.091
77 H 19.089 18.231 10.126  0.120
78 H 17.028 18.171 11.110  0.119
79 H 17.168 16.617 12.026  0.120
80 H 16.677 14.193 10.492  0.096
81 H 18.118 14.792 9.726  0.113
82 H 15.738 13.822 8.459  0.106
83 H 17.396 14.118 7.820  0.119
84 H 15.044 15.983 7.477  0.124
85 H 16.672 15.872 6.719  0.127
86 H 15.963 17.827 8.537  0.139
87 H 17.611 17.129 8.308  0.135
88 H 15.054 15.984 11.530  0.073
89 H 14.434 15.627 9.930  0.112
90 H 14.729 17.350 10.649  0.095
91 C 8.145 13.152 12.701  -0.101
92 C 9.588 12.613 12.606  -0.208
93 C 10.017 11.707 13.833  -0.172
94 C 10.182 12.486 15.123  -0.095
95 N 10.599 11.606 16.387  -0.201
96 C 10.615 12.363 17.717  -0.071
97 C 11.783 11.714 18.545  -0.088
98 C 12.481 10.759 17.500  -0.144
99 C 12.063 11.107 16.092  -0.089
100 C 9.762 10.289 16.475  0.037
101 H 7.896 13.630 11.753  0.075
102 H 8.055 13.862 13.523  0.051
103 H 7.407 12.380 12.923  0.072
104 H 10.253 13.476 12.623  0.086
105 H 9.743 12.196 11.611  0.108
106 H 11.008 11.264 13.730  0.096
107 H 9.277 10.926 14.005  0.101
108 H 9.213 12.919 15.370  0.129
109 H 10.994 13.197 14.971  0.125
110 H 9.665 12.144 18.205  0.125
111 H 10.633 13.418 17.445  0.110
112 H 11.306 11.135 19.335  0.109
113 H 12.422 12.517 18.913  0.091
114 H 12.131 9.782 17.833  0.106
115 H 13.561 10.862 17.606  0.123
116 H 12.158 10.259 15.413  0.130
117 H 12.645 11.943 15.704  0.117
118 H 8.726 10.474 16.193  0.100
119 H 9.811 9.984 17.521  0.103
120 H 10.121 9.616 15.696  0.099
121 N 13.450 17.178 17.932  -0.260
122 S 12.176 17.338 18.711  0.451
123 O 12.172 16.989 20.157  -0.294
124 O 10.884 17.195 18.009  -0.331
125 F 12.402 18.959 18.686  -0.242
126 S 13.246 15.435 17.795  0.573
127 O 12.364 14.952 16.796  -0.297
128 O 13.263 14.762 19.099  -0.282
129 F 14.722 15.177 17.252  -0.179
130 N 15.442 13.476 12.483  -0.283
131 S 15.103 13.484 13.937  0.416
132 O 15.192 12.247 14.718  -0.290
133 O 13.949 14.316 14.352  -0.316
134 F 16.360 14.381 14.371  -0.192
135 S 14.033 12.748 11.909  0.570
136 O 12.922 13.669 11.668  -0.300
137 O 13.606 11.412 12.263  -0.264
138 F 14.528 12.519 10.395  -0.204
139 N 19.876 13.568 16.531  -0.252
140 S 21.531 14.046 16.482  0.633
141 O 22.222 14.522 17.653  -0.233
142 O 22.031 14.373 15.147  -0.302
143 F 22.047 12.479 16.496  -0.244
144 S 19.389 14.931 16.480  0.361
145 O 19.500 15.584 15.171  -0.337
146 O 19.553 15.755 17.633  -0.257
147 F 17.735 14.746 16.530  -0.238



# C5H6S2

A single C5H6S2 molecule (the ωB97M-V functional and the def2-TZVPD basis, OMol25).

Properties
- Maximum force: 0.1094 Eh/bohr
- HOMO: -8.704 eV
- Total energy: -990.33257 a.u.
- SMILES: S=C1C[C@H]2C[C@@H]2S1
- Energy relative to the best compared isomer or geometry (same formula, charge and spin): 347.6 kJ/mol

Each line ends with the natural charge from an NBO analysis.
Atoms and positions in Å:
1 S 0.175 2.930 -1.539  0.117
2 C 0.012 1.595 -0.776  -0.343
3 C 0.936 0.812 0.146  -0.494
4 C 0.459 -0.578 0.024  -0.217
5 C -0.424 -1.647 0.491  -0.363
6 C -1.034 -0.361 0.403  -0.420
7 S -1.550 0.791 -0.802  0.360
8 H 1.991 0.637 -0.406  0.248
9 H 1.230 1.200 1.128  0.260
10 H 0.354 -0.719 -1.134  0.192
11 H -0.562 -2.245 1.443  0.233
12 H -0.545 -2.410 -0.320  0.229
13 H -1.042 -0.006 1.343  0.197